ORCA calculation (the ωB97M-V functional and the def2-TZVPD basis) on C33H36N11NiOSSi as an isolated structure.

Each line ends with the Mulliken charge.
CARTESIAN COORDINATES (ANGSTROEM)
Ni -0.9122 0.1390 -1.7799  -0.1307
C -2.8330 -0.7762 3.2687  -1.4205
N -2.5548 -0.9595 1.8426  0.9574
C -2.0672 -0.0787 0.9776  -0.4795
N -1.8517 -0.6746 -0.1796  0.9819
C -2.2547 -1.9580 0.0354  -1.1085
N -2.6926 -2.1710 1.2531  -0.9969
C -1.5940 -0.9569 4.1174  1.0611
C -1.5941 -1.8711 5.1600  -0.8435
C -0.4587 -2.0395 5.9444  -0.7676
C 0.6863 -1.3109 5.6822  -1.0000
C 0.6935 -0.3946 4.6325  -0.0451
C -0.4470 -0.2137 3.8623  0.2076
C 1.9191 0.3569 4.3491  0.6209
N 3.0335 0.3168 4.9840  -0.5001
N 3.8997 1.1846 4.3129  -0.5109
C 3.2315 1.6732 3.3312  0.7732
O 1.9576 1.2022 3.2855  -0.1495
C 3.6946 2.6122 2.3054  -0.1972
C 5.0110 3.0685 2.3518  -0.9889
C 5.4668 3.9337 1.3751  -0.7791
C 4.6212 4.3432 0.3501  -0.8051
C 3.3080 3.9010 0.3060  1.0643
C 2.3963 4.3558 -0.8131  -1.2285
N 1.7557 3.2271 -1.4875  0.9424
C 0.6196 2.6196 -1.1724  -0.0856
N 0.4800 1.5456 -1.9280  0.1205
C 1.5857 1.5562 -2.7269  -0.7067
N 2.3866 2.5643 -2.4852  -0.9950
C 2.8477 3.0339 1.2902  0.1631
H -3.5846 -1.5138 3.5324  0.4574
H -3.2569 0.2194 3.3950  0.2823
H -1.8729 0.9574 1.2070  0.6338
H -2.2009 -2.7307 -0.7152  0.5663
H -2.4824 -2.4584 5.3639  0.4069
H -0.4685 -2.7526 6.7581  0.4108
H 1.5831 -1.4419 6.2739  0.5574
H -0.4191 0.5083 3.0545  0.5403
H 5.6578 2.7302 3.1510  0.5500
H 6.4896 4.2858 1.4015  0.4100
H 4.9913 5.0097 -0.4207  0.4047
H 2.9641 4.8924 -1.5668  0.4347
H 1.6028 5.0039 -0.4438  0.2849
H -0.0748 2.9748 -0.4271  0.4532
H 1.7833 0.8028 -3.4740  0.6018
H 1.8294 2.6618 1.2691  0.4929
C 1.3762 -0.6577 0.6030  -0.2828
Si 1.4030 -1.8512 -0.8538  -0.4014
C 1.0196 -3.5545 -0.2044  -1.1704
C 3.0808 -1.7778 -1.6553  -1.2133
N 0.2125 -1.3019 -2.0129  0.9704
C 0.0153 -1.8001 -3.3039  0.7931
C -0.7427 -1.0774 -4.2487  -0.6816
C -0.9699 -1.5584 -5.5337  -1.0025
C -0.4495 -2.7780 -5.9298  -0.6097
C 0.3016 -3.5035 -5.0155  -0.8600
C 0.5321 -3.0331 -3.7315  -0.3025
H 2.3929 -0.3411 0.8582  0.5217
H 0.9382 -1.1192 1.4946  0.1543
H 0.8054 0.2411 0.3687  -0.3107
H 1.7564 -3.8402 0.5546  0.3828
H 1.0330 -4.3239 -0.9790  0.3411
H 0.0349 -3.5707 0.2711  0.3286
H 3.8528 -2.2494 -1.0386  0.4121
H 3.3678 -0.7330 -1.8080  0.3389
H 3.0810 -2.2746 -2.6285  0.3821
H -1.1252 -0.0910 -3.9962  0.8369
H -1.5452 -0.9639 -6.2333  0.4324
H -0.6182 -3.1524 -6.9308  0.4070
H 0.7219 -4.4587 -5.3070  0.4131
H 1.1153 -3.6317 -3.0425  0.1782
C -5.4103 1.9352 -0.5236  -0.8362
N -5.0930 0.7752 -1.3530  0.2326
C -5.9010 -0.3461 -1.5083  -0.2358
C -5.2483 -1.1982 -2.3197  -0.6402
N -4.0555 -0.5836 -2.6451  0.2116
C -3.9530 0.6145 -2.0442  0.0229
S -2.6253 1.6993 -2.1713  -0.4473
H -6.0758 1.6228 0.2759  0.3535
H -5.8893 2.7118 -1.1167  0.2976
H -4.4877 2.3344 -0.1122  0.3125
H -6.8741 -0.4146 -1.0535  0.4907
H -5.5174 -2.1772 -2.6749  0.4521
H -3.3352 -0.9495 -3.2534  0.0874

For the LUMO energy (spin up / spin down), the calculation gives -2.6961 / -2.7842 eV. As for the gap between HOMO and LUMO (spin up / spin down): 0.2550 / 0.2515 hartree. The calculated total energy is -4152.57062 hartree. The spin multiplicity is 1. Its net charge is +1. As for the largest force on an atom: 1.20 eV Å⁻¹.